98
Properties=species:S:1:pos:R:3:forces:R:3:lowdin_charge:R:1 method="wB97M-V/def2-TZVPD" smiles="O=C(Cl)CN(C[SH](=O)=O)S(=O)(=O)F.NC(N)=O.NC(N)=O.NC(N)=O.NC(N)=O.NC(N)=O.NC(N)=O.NC(N)=O.NC(N)=O.NC(N)=O.NC(N)=O" e_homo_ev=-8.70 max_force_ha_per_bohr=0.0635
O 0.872761 4.646403 -2.574435 2.235 2.191 -0.742 0.101
C 0.014536 3.959391 -2.235058 -1.875 -2.566 0.746 -0.781
Cl -1.578302 3.959019 -3.045498 0.865 -0.429 0.394 0.757
C 0.172227 2.935560 -1.054682 -0.883 1.333 -0.681 -0.145
N -0.517249 1.678318 -1.438645 0.515 0.017 2.303 -0.240
C 0.380428 0.530651 -1.681419 -0.645 -0.694 0.169 -0.243
S 1.764211 0.861892 -2.805313 1.617 -1.322 -1.708 0.692
O 2.262313 -0.434984 -3.193644 -0.230 -0.362 1.079 -0.345
O 1.413114 1.650530 -3.954499 -0.737 1.124 0.930 -0.322
S -1.735329 1.296366 -0.371012 -2.481 -1.858 -0.275 0.650
O -1.900486 -0.120467 -0.227527 2.030 -0.135 -0.032 -0.275
O -2.979110 1.861085 -0.727674 0.488 2.118 0.193 -0.213
F -1.325459 1.833269 1.100517 0.254 -0.249 -1.528 -0.160
H -0.321539 3.437220 -0.197715 0.164 -0.427 -0.389 0.130
H 1.232235 2.814986 -0.765920 -0.357 -0.132 -0.374 0.122
H -0.225765 -0.249963 -2.178799 0.564 0.384 -0.093 0.125
H 0.752114 0.050518 -0.753284 0.228 0.471 -0.454 0.120
H 2.780641 1.414231 -2.039032 -0.915 0.215 0.038 0.084
N -3.315581 3.451466 2.745802 0.098 0.018 -0.129 0.162
C -2.838744 3.829093 3.971087 0.242 -0.149 -0.105 -0.691
N -3.726427 4.491572 4.757298 -0.233 0.218 0.261 0.155
O -1.693433 3.586289 4.327734 -0.180 0.044 -0.100 0.011
H -4.249240 3.634468 2.425709 -0.066 0.026 0.061 0.090
H -2.673044 2.965958 2.147616 -0.171 0.062 0.080 0.055
H -3.406300 4.781998 5.662317 0.003 -0.024 -0.027 0.102
H -4.667629 4.706320 4.478059 0.014 -0.015 -0.090 0.089
N -3.828205 8.132984 -1.498420 -0.284 0.194 0.159 0.135
C -2.894167 7.133478 -1.587899 0.030 -0.034 -0.081 -0.686
N -1.720616 7.379095 -0.935069 0.077 -0.068 0.120 0.166
O -3.107791 6.107612 -2.200249 -0.293 0.309 0.176 -0.039
H -3.685537 8.989263 -0.995536 0.038 0.010 -0.062 0.099
H -4.700261 7.984947 -1.972884 0.148 0.078 -0.199 0.101
H -1.013545 6.668197 -0.980145 0.005 0.082 -0.053 0.093
H -1.531418 8.220838 -0.424403 -0.003 -0.004 -0.036 0.097
N -5.485969 6.596325 0.754662 0.064 -0.034 0.250 0.164
C -6.648775 6.152021 1.307974 0.098 -0.012 -0.027 -0.685
N -7.774785 6.453626 0.599600 -0.266 -0.008 0.045 0.150
O -6.686286 5.528483 2.358211 0.116 -0.072 0.050 0.008
H -5.437904 7.106453 -0.105358 0.100 -0.062 0.004 0.056
H -4.634166 6.392603 1.247615 -0.037 0.004 -0.085 0.102
H -8.650777 6.141136 0.976937 0.045 0.006 -0.021 0.104
H -7.770496 6.962108 -0.263717 0.035 -0.031 0.013 0.092
N 3.562237 0.597213 1.317639 0.062 0.197 -0.365 0.170
C 4.131380 1.629856 0.660983 -0.026 -0.388 0.340 -0.653
N 5.306461 2.081709 1.170767 0.126 0.325 -0.247 0.163
O 3.608239 2.129860 -0.337920 -0.124 0.172 -0.238 -0.031
H 3.946633 0.157733 2.132286 -0.183 -0.034 0.046 0.093
H 2.689513 0.259167 0.957873 -0.004 -0.193 0.345 0.075
H 5.747030 2.850549 0.698590 -0.003 -0.041 0.026 0.108
H 5.747110 1.691032 1.981510 -0.071 -0.037 -0.005 0.100
N -3.627872 -3.506861 0.788122 -0.079 -0.272 -0.053 0.161
C -3.295858 -2.959403 1.991150 0.098 0.289 -0.034 -0.685
N -2.651299 -1.764935 1.923075 0.072 0.006 0.107 0.150
O -3.551777 -3.501123 3.057841 0.077 -0.416 0.182 0.000
H -3.424314 -3.076327 -0.094633 0.001 0.069 0.052 0.098
H -4.104141 -4.390009 0.801666 -0.011 0.059 -0.016 0.102
H -2.392581 -1.337390 2.795193 -0.153 0.012 0.003 0.114
H -2.424137 -1.296475 1.060927 -0.183 0.009 0.116 0.037
N -1.359816 -5.228262 5.409930 0.043 0.348 0.126 0.163
C -0.841297 -6.345257 4.833293 -0.215 0.027 -0.121 -0.686
N -1.504008 -6.774868 3.722825 0.062 -0.212 -0.202 0.166
O 0.146221 -6.919559 5.275275 -0.044 -0.053 0.025 0.005
H -2.168854 -4.743652 5.057210 0.016 -0.008 -0.087 0.085
H -0.899326 -4.877600 6.230170 -0.041 -0.048 -0.009 0.106
H -1.150281 -7.597589 3.265500 0.011 0.044 0.002 0.103
H -2.314208 -6.315539 3.346639 0.004 0.079 0.092 0.091
N 3.536548 2.486466 -6.450085 -0.057 0.259 0.136 0.151
C 4.329957 1.796275 -7.323927 -0.097 -0.188 0.003 -0.691
N 4.192149 0.445766 -7.279383 -0.125 0.233 -0.421 0.149
O 5.106211 2.356094 -8.087988 -0.022 0.039 0.036 -0.002
H 2.892783 2.049778 -5.814400 -0.002 0.003 -0.022 0.058
H 3.612190 3.486508 -6.454571 0.001 -0.047 -0.004 0.098
H 4.762026 -0.098466 -7.907665 -0.017 -0.014 0.394 0.063
H 3.562817 -0.029580 -6.660506 0.063 0.037 0.057 0.095
N 2.111502 -3.086716 3.790267 0.195 0.103 0.066 0.165
C 1.420438 -2.200660 3.022265 -0.204 -0.313 0.051 -0.660
N 0.174837 -2.599207 2.652357 0.122 0.045 -0.038 0.170
O 1.878236 -1.115520 2.682854 0.165 0.044 -0.056 0.003
H 1.749294 -3.978426 4.076101 -0.029 0.006 -0.029 0.097
H 3.034369 -2.820810 4.080184 -0.041 -0.042 0.008 0.104
H -0.359135 -1.965944 2.088695 -0.070 -0.107 -0.004 0.068
H -0.231443 -3.479989 2.912046 -0.007 0.018 0.041 0.093
N -0.220085 -9.951367 5.088054 -0.092 0.237 -0.092 0.156
C 0.517231 -10.672571 4.196680 -0.067 0.077 0.136 -0.692
N 0.304988 -12.025195 4.231921 0.072 -0.246 -0.130 0.138
O 1.305922 -10.156453 3.423937 -0.050 -0.070 -0.075 0.019
H -0.873506 -10.361462 5.727691 0.048 -0.066 -0.027 0.092
H -0.091097 -8.948470 5.094064 0.162 0.082 0.161 0.053
H 0.830835 -12.587734 3.588864 -0.013 0.034 0.032 0.098
H -0.337561 -12.472191 4.857284 0.013 0.049 0.012 0.086
N 7.220645 -3.448577 -7.045123 -0.100 -0.134 0.174 0.150
C 6.909152 -2.272209 -7.662885 0.110 -0.024 -0.068 -0.662
N 7.801749 -1.862085 -8.608563 -0.007 0.166 -0.156 0.156
O 5.906310 -1.634082 -7.389042 0.175 -0.375 -0.081 0.019
H 8.038550 -3.988311 -7.253960 -0.002 0.045 -0.017 0.092
H 6.584306 -3.779104 -6.342954 0.025 0.024 -0.029 0.104
H 7.603091 -0.998721 -9.082116 0.021 -0.015 0.047 0.110
H 8.631390 -2.369665 -8.849313 -0.024 -0.012 0.034 0.093